{
  "formula": "C25H28N2O4",
  "method": "ωB97M-V with the def2-TZVPD basis set",
  "symbols": ["C", "O", "C", "C", "C", "C", "C", "C", "C", "C", "C", "N", "C", "O", "C", "C", "C", "C", "N", "C", "C", "C", "C", "C", "C", "O", "O", "C", "C", "C", "C", "H", "H", "H", "H", "H", "H", "H", "H", "H", "H", "H", "H", "H", "H", "H", "H", "H", "H", "H", "H", "H", "H", "H", "H", "H", "H", "H", "H"],
  "xyz": [[-6.3157, 1.8549, -3.6715], [-6.7103, 2.1750, -2.3610], [-5.8048, 2.0201, -1.3510], [-6.2577, 2.3583, -0.0750], [-5.4173, 2.2284, 1.0111], [-4.1236, 1.7641, 0.8490], [-3.6572, 1.4284, -0.4177], [-2.2835, 0.9407, -0.6037], [-1.5190, 1.3372, -1.6992], [-0.2227, 0.8940, -1.8730], [0.3424, 0.0274, -0.9423], [1.6493, -0.4504, -1.0251], [2.5849, -0.2322, -1.9777], [2.4140, 0.3846, -3.0093], [3.9440, -0.8662, -1.6562], [4.0198, -2.2957, -2.2099], [3.2145, -3.2586, -1.3442], [3.6460, -3.1486, 0.1165], [3.4450, -1.7864, 0.5817], [3.6019, -1.6276, 2.0254], [2.8214, -0.4521, 2.5174], [3.0828, 0.8850, 2.5587], [1.9244, 1.5062, 3.0868], [1.0363, 0.5049, 3.3379], [-0.3266, 0.5165, 3.9607], [-1.1626, -0.5112, 3.4982], [1.5755, -0.6869, 2.9966], [4.2887, -0.8631, -0.1652], [-0.4195, -0.3844, 0.1501], [-1.7095, 0.0685, 0.3202], [-4.5066, 1.5594, -1.5157], [-7.1838, 2.0544, -4.2982], [-5.4795, 2.4786, -4.0048], [-6.0395, 0.7991, -3.7635], [-7.2692, 2.7161, 0.0340], [-5.7744, 2.4929, 1.9956], [-3.4684, 1.6760, 1.7020], [-1.9356, 2.0287, -2.4170], [0.3595, 1.2168, -2.7200], [1.9680, -1.0063, -0.2275], [4.6821, -0.2542, -2.1849], [3.6533, -2.3093, -3.2372], [5.0664, -2.6120, -2.2202], [2.1508, -3.0306, -1.4248], [3.3671, -4.2831, -1.6875], [4.7024, -3.4541, 0.2154], [3.0385, -3.8191, 0.7300], [3.2046, -2.5215, 2.5126], [4.6610, -1.5166, 2.3081], [3.9891, 1.3755, 2.2672], [1.7762, 2.5524, 3.2552], [-0.2186, 0.4526, 5.0586], [-0.8249, 1.4592, 3.7232], [-0.6677, -1.3386, 3.5214], [5.3544, -1.1292, -0.0446], [4.1410, 0.1399, 0.2407], [0.0117, -1.0664, 0.8686], [-2.2785, -0.2655, 1.1741], [-4.1401, 1.2737, -2.4891]],
  "homo_lumo_gap_ev": 8.235,
  "de_lowest_kcal_mol": 33.0,
  "total_charge": 0
}